[1]
C2N2S2 | wB97M-V/def2-TZVPD

Relative energy (zero: lowest compared OMol25 entry of this formula, charge and spin) ... 495.2 kJ/mol
Gap between HOMO and LUMO ... 8.009 eV
Highest occupied orbital energy ... -10.3 eV

```
! wB97M-V def2-TZVPD RIJCOSX def2/J DEFGRID3
* xyz 0 1
C 1.34374 -0.03699 -0.22058
C -0.75090 -0.06702 -0.26523
N 2.45510 -0.23459 -0.11916
N -1.54306 0.10687 0.86236
S -2.02837 -1.23522 -0.25195
S -1.49307 1.53268 -0.19961
*
```

[2]
C2N2S2 | wB97M-V/def2-TZVPD

SMILES ... N#CC(=S)N=S
Relative energy (zero: lowest compared OMol25 entry of this formula, charge and spin) ... 198.9 kJ/mol
Gap between HOMO and LUMO (alpha / beta) ... 7.156 / 6.305 eV
Highest occupied orbital energy (alpha / beta) ... -9.5 / -9.5 eV

```
! wB97M-V def2-TZVPD RIJCOSX def2/J DEFGRID3
* xyz 0 1
C -1.18616 0.00971 0.56782
C -0.00385 0.32540 -0.08089
N -2.10792 -0.10292 1.25859
N 0.85702 -0.71223 -0.34873
S 0.22031 1.90589 -0.69578
S 2.22060 -1.42584 -0.70102
*
```

[3]
C2N3O | wB97M-V/def2-TZVPD

Relative energy (zero: lowest compared OMol25 entry of this formula, charge and spin) ... 93.3 kJ/mol
Gap between HOMO and LUMO (alpha / beta) ... 7.947 / 7.950 eV
Highest occupied orbital energy (alpha / beta) ... -5.0 / -5.0 eV

```
! wB97M-V def2-TZVPD RIJCOSX def2/J DEFGRID3
* xyz -1 1
C -0.65530 1.34762 -0.17713
C 0.92789 -0.84724 0.06584
N -0.97524 2.49045 -0.33716
N 2.07727 -0.90856 -0.05547
N -0.34268 -0.85800 0.49105
O -1.24025 -1.52055 -0.00888
*
```

[4]
C2N3O3 | wB97M-V/def2-TZVPD

Relative energy (zero: lowest compared OMol25 entry of this formula, charge and spin) ... 86.6 kJ/mol
Gap between HOMO and LUMO ... 9.369 eV
Highest occupied orbital energy ... -5.3 eV

```
! wB97M-V def2-TZVPD RIJCOSX def2/J DEFGRID3
* xyz -1 1
C 0.99075 0.39585 0.41691
C -1.42035 0.61212 0.16529
N 1.64499 1.11339 1.04963
N 0.23218 -1.49851 -0.87556
N 0.21541 -0.36593 -0.31107
O -1.21511 0.95699 1.27706
O -2.11273 0.53488 -0.77321
O 1.36349 -2.02590 -1.03321
*
```

[5]
C2N4O3S | wB97M-V/def2-TZVPD

Relative energy (zero: lowest compared OMol25 entry of this formula, charge and spin) ... 266.6 kJ/mol
Gap between HOMO and LUMO (alpha / beta) ... 5.619 / 7.630 eV
Highest occupied orbital energy (alpha / beta) ... 0.2 / -1.8 eV

```
! wB97M-V def2-TZVPD RIJCOSX def2/J DEFGRID3
* xyz -2 1
C 0.92944 -0.21242 -1.28029
C -1.10993 -0.26743 0.77145
N 2.64953 0.56634 -2.24420
N 1.82338 0.80583 -1.23154
N 1.07134 -0.92050 -2.44126
N 2.15070 -0.41958 -3.00854
O -0.89335 0.02511 3.67013
O -1.90306 -1.10230 0.52983
O -3.10537 0.68923 2.61703
S -1.61269 0.83571 2.61739
*
```

[6]
C2NO2S | wB97M-V/def2-TZVPD

SMILES ... O=C([O-])N=C=S
Relative energy (zero: lowest compared OMol25 entry of this formula, charge and spin) ... 4.4 kJ/mol
Gap between HOMO and LUMO ... 7.804 eV
Highest occupied orbital energy ... -4.5 eV

```
! wB97M-V def2-TZVPD RIJCOSX def2/J DEFGRID3
* xyz -1 1
O -0.06293 0.78387 1.57982
C -0.70462 0.25611 0.66707
O -1.73905 -0.42642 0.88489
N -0.28632 0.45393 -0.76741
C 0.77626 -0.03263 -1.04027
S 2.01667 -1.03486 -1.32409
*
```

[7]
C2NO4 | wB97M-V/def2-TZVPD

Relative energy (zero: lowest compared OMol25 entry of this formula, charge and spin) ... 294.4 kJ/mol
Gap between HOMO and LUMO ... 8.814 eV
Highest occupied orbital energy ... -4.8 eV

```
! wB97M-V def2-TZVPD RIJCOSX def2/J DEFGRID3
* xyz -1 1
C -0.74089 -0.46167 0.98996
C 0.49773 0.70876 -0.87736
N -0.51542 1.10036 -0.29829
O -1.56544 -0.72415 1.81673
O 1.23164 1.00407 -1.81348
O 0.22732 -1.20804 0.61691
O 1.04362 -0.70486 -0.36276
*
```

[8]
C2NO4S | wB97M-V/def2-TZVPD

Relative energy (zero: lowest compared OMol25 entry of this formula, charge and spin) ... 19.2 kJ/mol
Gap between HOMO and LUMO (alpha / beta) ... 6.879 / 6.881 eV
Highest occupied orbital energy (alpha / beta) ... -4.0 / -4.0 eV

```
! wB97M-V def2-TZVPD RIJCOSX def2/J DEFGRID3
* xyz -1 1
C -1.45058 0.13298 -0.61369
C 1.47323 -0.26540 0.33035
N 0.26317 0.51472 0.80421
O 1.30521 -1.45557 0.53705
O -2.30716 0.41025 0.11380
O -0.83076 -0.18049 -1.53478
O 2.32949 0.42339 -0.17758
S -0.02065 0.87622 2.27465
*
```

[9]
C2O2 | wB97M-V/def2-TZVPD

Relative energy (zero: lowest compared OMol25 entry of this formula, charge and spin) ... 31.0 kJ/mol
Gap between HOMO and LUMO ... 13.580 eV
Highest occupied orbital energy ... -12.7 eV

```
! wB97M-V def2-TZVPD RIJCOSX def2/J DEFGRID3
* xyz 0 1
C 2.06488 -0.04550 -0.25694
C -1.22616 0.12556 -0.62968
O -1.92134 -0.12813 0.24655
O 1.00719 0.02974 0.21535
*
```

[10]
C30H105N33O22 | wB97M-V/def2-TZVPD

Gap between HOMO and LUMO ... 8.123 eV
Highest occupied orbital energy ... -8.5 eV

```
! wB97M-V def2-TZVPD RIJCOSX def2/J DEFGRID3
* xyz 0 1
C 1.37707 3.99743 -2.28108
C 1.90390 4.96496 -1.14114
O 1.13194 4.81303 0.00400
H 0.37181 4.32755 -2.54295
H 1.37582 2.94480 -1.99809
H 2.02319 4.14118 -3.14709
H 1.95098 5.98631 -1.51892
H 2.95829 4.73356 -0.99004
H 1.40040 4.05665 0.53071
C 5.06458 -2.60193 1.15185
C 3.73265 -2.27627 0.69695
O 3.13173 -1.36030 1.61636
H 5.54336 -3.36397 0.53689
H 5.01408 -2.98182 2.17226
H 5.76876 -1.76993 1.14682
H 3.15941 -3.18430 0.50994
H 3.58043 -1.76272 -0.25237
H 2.17406 -1.41508 1.57772
C -2.37880 -6.05790 -0.12286
C -1.59735 -6.57700 1.03867
O -0.39344 -5.87625 0.89693
H -2.17319 -5.03573 -0.44068
H -3.46161 -6.09175 -0.00263
H -2.11343 -6.71010 -0.95492
H -1.37679 -7.64295 0.98206
H -2.06804 -6.28702 1.97806
H 0.19018 -6.03836 1.64171
C -1.15097 6.38441 2.70899
C 0.11464 7.13069 2.25535
O 0.03434 7.17498 0.81324
H -1.37993 5.43740 2.22028
H -2.06053 6.96539 2.86149
H -1.11210 6.06423 3.75018
H 1.05044 6.64244 2.52736
H 0.09894 8.13710 2.67366
H 0.33617 6.30675 0.53636
C 0.69899 -2.97324 -5.54215
C -0.05914 -3.61730 -6.70145
O -1.42557 -3.63012 -6.58078
H 0.29940 -3.42758 -4.63550
H 0.51202 -1.90877 -5.40057
H 1.75451 -3.16822 -5.73178
H 0.34402 -4.59829 -6.95287
H 0.01996 -3.08805 -7.65106
H -1.64858 -4.47162 -6.98544
C -2.51026 -0.81041 6.94938
O -1.48501 -0.66110 7.48812
N -2.58488 -1.33439 5.78483
N -3.65811 -0.46916 7.33553
H -3.54642 -1.59497 5.61855
H -1.81156 -1.75832 5.29252
H -4.43279 -0.39798 6.69138
H -3.72060 -0.11560 8.27956
C 5.57312 -0.59845 4.52163
O 6.48576 -0.06044 5.11988
N 5.19959 -0.22774 3.32260
N 4.83444 -1.51337 4.97574
H 5.70723 0.39478 2.71033
H 4.55305 -0.83311 2.83721
H 4.03432 -1.84676 4.45731
H 5.06139 -1.96521 5.85006
C -7.60887 0.37995 -1.72271
O -8.58590 -0.11595 -1.24720
N -7.60889 1.21568 -2.71067
N -6.42688 0.04418 -1.22648
H -6.75592 1.55165 -3.13457
H -8.52309 1.41473 -3.09106
H -5.63798 0.40127 -1.74628
H -6.33385 -0.57501 -0.43398
C 1.25398 -3.13820 -1.82094
O 1.09772 -2.07727 -2.29613
N 2.22887 -3.87795 -2.22561
N 0.45254 -3.72427 -0.99710
H 2.83848 -3.33835 -2.82335
H 2.49546 -4.79473 -1.89613
H 0.50627 -4.70356 -0.75587
H -0.36678 -3.23935 -0.65996
C -3.84379 0.84149 2.45883
O -3.61718 1.02379 1.23251
N -3.80118 -0.34441 2.98681
N -3.97745 1.81511 3.29991
H -3.84974 -1.10274 2.32147
H -4.17365 -0.49868 3.91286
H -3.82754 2.70978 2.85584
H -4.35809 1.63767 4.21845
C -2.50706 3.86840 -1.45381
O -2.32611 4.75156 -2.31060
N -3.43953 2.88348 -1.60935
N -1.60469 3.55101 -0.53071
H -3.94132 2.85437 -2.48541
H -3.56192 2.19177 -0.88364
H -0.85948 4.17387 -0.25353
H -1.59243 2.54742 -0.41779
C 1.12970 -1.64986 5.25362
O 1.63371 -2.29492 4.38065
N 0.29193 -2.13224 6.08085
N 1.29980 -0.39818 5.45743
H 0.11319 -3.12072 5.97575
H -0.33627 -1.58093 6.64788
H 1.98122 0.07038 4.87758
H 0.78259 0.19844 6.08722
C -1.74470 -3.06531 2.75097
O -1.78774 -3.75470 3.74376
N -2.79025 -2.90866 1.93469
N -0.70646 -2.38746 2.33804
H -2.65064 -2.36812 1.09302
H -3.68005 -3.35763 2.09833
H -0.86072 -1.84775 1.49839
H 0.14535 -2.34815 2.87931
C -6.29014 -2.77464 1.23995
O -5.90214 -1.74149 0.87499
N -7.30134 -3.06366 1.99208
N -5.67393 -3.89939 0.91392
H -7.98236 -2.38742 2.30675
H -7.59741 -4.02532 2.07951
H -5.83838 -4.70725 1.49737
H -5.00923 -3.93063 0.15412
C 4.72705 5.35506 2.13347
O 4.85849 4.15702 2.14103
N 5.50053 6.22035 2.72456
N 3.68162 5.97379 1.62643
H 5.38198 7.19918 2.50562
H 6.33717 5.88957 3.18359
H 3.61238 6.97910 1.69464
H 3.13621 5.39949 0.99969
C 4.07011 1.91013 -0.24561
O 3.71690 1.05466 -1.04016
N 4.71345 2.91528 -0.47431
N 4.07387 1.77310 1.05819
H 5.28900 3.17040 0.31547
H 5.00305 3.00809 -1.43743
H 3.68428 0.97893 1.54563
H 4.26494 2.66046 1.50113
C 5.85277 -2.48148 -2.90733
O 5.24019 -2.80322 -3.92487
N 5.42949 -1.55894 -2.15002
N 6.98204 -3.03016 -2.51916
H 6.14369 -1.17371 -1.54866
H 4.61393 -1.05919 -2.47437
H 7.31594 -2.63551 -1.65147
H 7.52663 -3.56350 -3.18177
C 0.03437 0.71567 0.31574
O 0.39141 1.74630 0.92557
N 0.72368 0.03160 -0.47270
N -1.17598 0.29411 0.31403
H 1.63734 0.36234 -0.74826
H 0.40261 -0.87240 -0.78861
H -1.80002 0.65101 1.02346
H -1.37196 -0.58735 -0.13841
C -2.54534 -1.95239 -1.59070
O -1.95279 -2.01923 -0.55076
N -1.99643 -2.19226 -2.77262
N -3.75391 -1.48711 -1.62779
H -2.55075 -2.27955 -3.61239
H -1.02158 -2.45312 -2.81400
H -4.22198 -1.70150 -2.49672
H -4.20845 -1.28608 -0.74854
C 0.14460 2.41642 4.30867
O -0.01860 2.18417 5.51705
N -0.74146 2.17789 3.34882
N 1.25998 2.83872 3.85094
H -0.36335 2.09787 2.41568
H -1.63105 1.72763 3.51002
H 1.34597 2.88288 2.84557
H 2.03158 3.03339 4.47290
C 3.41977 0.25196 -4.40280
O 3.74522 0.09194 -5.55483
N 4.24595 0.80347 -3.53336
N 2.36250 -0.29589 -3.85758
H 5.00823 1.32669 -3.93989
H 4.03565 0.99976 -2.56518
H 2.36032 -0.37392 -2.85059
H 1.71554 -0.84698 -4.40333
C -1.16515 0.68408 -3.48111
C -0.53683 1.62094 -4.52738
C -0.48825 1.00168 -5.96376
O -1.79155 0.87590 -6.44693
C -1.84087 0.23294 -7.77656
N -1.28769 2.89628 -4.51630
H -0.53001 -0.19323 -3.35851
H -2.10559 0.24964 -3.82011
H -1.40875 1.12202 -2.51314
H 0.47373 1.91505 -4.24393
H 0.04660 0.05237 -5.99277
H 0.05461 1.69620 -6.60489
H -2.78105 -0.04440 -8.25325
H -1.33405 -0.73137 -7.81317
H -1.48971 0.96254 -8.50628
H -1.73743 3.04651 -3.62452
H -2.13028 2.63677 -5.00905
*
```